{"formula": "C77H176N10O17", "method": "the ωB97M-V functional and the def2-TZVPD basis", "homo_ev": -8.491, "homo_lumo_gap_ev": 9.0, "smiles": "CC1(C)CCCC(C)(C)N1O.CC1(C)CCCC(C)(C)N1O.CC1(C)CCCC(C)(C)N1O.CC1(C)CCCC(C)(C)N1O.CC1(C)CCCC(C)(C)N1O.COCCNCCOC.COCCNCCOC.COCCNCCOC.COCCNCCOC.COCCNCCOC.OCCO", "total_energy_ev": -132395.1053, "symbols": ["C", "C", "C", "C", "C", "C", "N", "O", "C", "C", "C", "H", "H", "H", "H", "H", "H", "H", "H", "H", "H", "H", "H", "H", "H", "H", "H", "H", "H", "H", "C", "C", "C", "C", "C", "C", "N", "O", "C", "C", "C", "H", "H", "H", "H", "H", "H", "H", "H", "H", "H", "H", "H", "H", "H", "H", "H", "H", "H", "H", "C", "C", "C", "C", "C", "C", "N", "O", "C", "C", "C", "H", "H", "H", "H", "H", "H", "H", "H", "H", "H", "H", "H", "H", "H", "H", "H", "H", "H", "H", "C", "C", "C", "C", "C", "C", "N", "O", "C", "C", "C", "H", "H", "H", "H", "H", "H", "H", "H", "H", "H", "H", "H", "H", "H", "H", "H", "H", "H", "H", "C", "C", "C", "C", "C", "C", "N", "O", "C", "C", "C", "H", "H", "H", "H", "H", "H", "H", "H", "H", "H", "H", "H", "H", "H", "H", "H", "H", "H", "H", "C", "C", "O", "O", "H", "H", "H", "H", "H", "H", "C", "O", "C", "C", "N", "C", "C", "O", "C", "H", "H", "H", "H", "H", "H", "H", "H", "H", "H", "H", "H", "H", "H", "H", "C", "O", "C", "C", "N", "C", "C", "O", "C", "H", "H", "H", "H", "H", "H", "H", "H", "H", "H", "H", "H", "H", "H", "H", "C", "O", "C", "C", "N", "C", "C", "O", "C", "H", "H", "H", "H", "H", "H", "H", "H", "H", "H", "H", "H", "H", "H", "H", "C", "O", "C", "C", "N", "C", "C", "O", "C", "H", "H", "H", "H", "H", "H", "H", "H", "H", "H", "H", "H", "H", "H", "H", "C", "O", "C", "C", "N", "C", "C", "O", "C", "H", "H", "H", "H", "H", "H", "H", "H", "H", "H", "H", "H", "H", "H", "H"], "positions_angstrom": [[-2.519474, 3.771399, 3.838758], [-2.189846, 3.144118, 5.245723], [-0.691875, 2.747070, 5.285640], [-0.324583, 2.208235, 6.683320], [-0.500406, 3.387158, 7.668402], [-1.935435, 3.959944, 7.673481], [-2.412820, 4.214910, 6.272807], [-3.846219, 4.363313, 6.402574], [-2.795335, 3.000333, 8.402810], [-1.923451, 5.341161, 8.331633], [-2.939594, 1.806384, 5.425547], [-1.980147, 4.755525, 3.810425], [-3.554104, 3.816928, 3.536452], [-2.112713, 3.078825, 3.116076], [-0.496895, 2.049111, 4.457325], [-0.125186, 3.670296, 5.240550], [0.704894, 1.773179, 6.526178], [-0.805941, 1.244079, 6.961420], [0.230925, 4.159117, 7.438252], [-0.318085, 3.092379, 8.686360], [-2.477062, 2.895575, 9.384821], [-3.845889, 3.336288, 8.267027], [-2.800214, 2.087376, 7.819031], [-1.162056, 5.937520, 7.932154], [-2.880031, 5.767362, 8.027477], [-1.746654, 5.339851, 9.377014], [-2.900691, 1.179314, 4.527314], [-4.045519, 1.948844, 5.620019], [-2.553478, 1.272273, 6.279279], [-3.983898, 5.038958, 5.778504], [0.049858, -3.085943, -5.748814], [-0.610072, -4.438475, -5.385980], [-0.554267, -5.451882, -6.568911], [0.873810, -5.949017, -6.902310], [1.489600, -6.604768, -5.665430], [1.439975, -5.640085, -4.479999], [0.059981, -5.088821, -4.279722], [0.187826, -4.212383, -3.167920], [1.810373, -6.457032, -3.208885], [2.551755, -4.564878, -4.749268], [-2.024934, -4.185049, -4.978800], [0.818715, -2.718057, -5.073033], [-0.711446, -2.266115, -5.878747], [0.513380, -3.197042, -6.709029], [-1.158884, -6.277598, -6.240993], [-0.957966, -4.942179, -7.436949], [1.592333, -5.149026, -7.178444], [0.800996, -6.657451, -7.737329], [2.513149, -6.970077, -5.804789], [0.949961, -7.516214, -5.354277], [2.069026, -5.863903, -2.312596], [1.031924, -7.173596, -2.868253], [2.701616, -7.047096, -3.521224], [3.470228, -4.966712, -4.429823], [2.633948, -4.389750, -5.850915], [2.428224, -3.629069, -4.149683], [-2.579504, -3.664560, -5.746278], [-2.057644, -3.447534, -4.120141], [-2.608012, -5.080537, -4.711517], [-0.184044, -4.687907, -2.431817], [-8.456256, -4.944443, -1.459526], [-7.563253, -3.956876, -2.061685], [-7.726655, -2.589257, -1.274599], [-6.609817, -1.655601, -1.597392], [-5.263707, -2.269148, -1.353922], [-5.060612, -3.541617, -2.165806], [-6.178926, -4.363113, -1.784050], [-5.993656, -5.635656, -2.386481], [-4.779914, -3.133449, -3.619827], [-3.754728, -4.242821, -1.628194], [-7.871975, -3.779771, -3.588308], [-8.244492, -5.193868, -0.414364], [-8.484285, -5.873460, -1.989012], [-9.506702, -4.538122, -1.596727], [-8.713504, -2.130547, -1.398414], [-7.627435, -2.832506, -0.204052], [-6.753894, -0.697005, -1.085408], [-6.673191, -1.515905, -2.664320], [-5.179764, -2.619183, -0.313948], [-4.436218, -1.571693, -1.523377], [-3.854991, -2.511862, -3.702683], [-4.582063, -3.949541, -4.318105], [-5.555691, -2.539459, -4.081689], [-3.413391, -5.016311, -2.297678], [-3.016908, -3.439815, -1.639662], [-3.964849, -4.689588, -0.691968], [-8.845294, -4.117635, -3.886621], [-7.249923, -4.365803, -4.240847], [-7.736988, -2.773166, -3.935336], [-5.931247, -6.243870, -1.615391], [0.137410, 1.542726, 1.360243], [0.651141, 0.938416, 0.005573], [1.479077, -0.323252, 0.348281], [1.759877, -1.181838, -0.932932], [0.372019, -1.522383, -1.509964], [-0.471243, -0.285971, -1.900979], [-0.563721, 0.575981, -0.726711], [-1.378956, 1.712792, -1.119163], [0.167355, 0.398911, -3.167094], [-1.783579, -0.858283, -2.309194], [1.542498, 2.027467, -0.682921], [0.906257, 2.046183, 1.966769], [-0.298774, 0.769206, 1.996643], [-0.622298, 2.298527, 1.149495], [2.365106, 0.017256, 0.922222], [0.789768, -0.900795, 0.975656], [2.269334, -2.096483, -0.611696], [2.354663, -0.663040, -1.650009], [-0.245483, -2.153906, -0.755452], [0.470537, -2.200498, -2.399814], [-0.145914, -0.350515, -3.886355], [-0.373894, 1.374159, -3.420275], [1.194240, 0.512371, -3.091789], [-1.622172, -1.738506, -2.952128], [-2.349229, -1.213446, -1.449638], [-2.403760, -0.149063, -2.778656], [2.113238, 1.732538, -1.574628], [2.210906, 2.241742, 0.167185], [1.000435, 2.913002, -0.863716], [-1.024245, 2.303653, -1.797545], [3.703173, -7.423467, 0.134573], [2.724249, -7.795300, 1.354445], [3.536327, -7.498931, 2.639423], [3.789758, -6.068697, 2.930617], [2.433272, -5.501585, 3.148696], [1.480073, -5.539123, 1.850153], [1.465334, -6.990929, 1.430772], [0.686575, -7.135862, 0.246958], [0.042112, -5.175715, 2.305966], [1.972545, -4.507529, 0.820521], [2.330524, -9.210035, 1.175620], [4.485405, -8.155001, 0.163060], [4.186604, -6.435123, 0.440652], [3.347884, -7.433405, -0.897924], [2.814515, -7.986826, 3.472351], [4.438306, -8.106446, 2.646019], [4.292961, -5.669956, 2.004217], [4.531943, -5.959835, 3.704555], [2.487908, -4.484772, 3.376303], [1.901335, -5.946403, 3.987346], [-0.709644, -5.235625, 1.473796], [-0.254696, -6.004732, 2.947174], [-0.024151, -4.169638, 2.755236], [1.584034, -3.546433, 1.122233], [3.080750, -4.354815, 0.852806], [1.669301, -4.611345, -0.235522], [3.197530, -9.852114, 1.174560], [1.817611, -9.294448, 0.254181], [1.714240, -9.542527, 1.977624], [1.117252, -6.589952, -0.472970], [-3.745647, 0.294009, 1.756289], [-4.575138, 1.378606, 1.253502], [-3.777151, 2.427504, 0.616586], [-3.221216, -0.387829, 0.613677], [-4.339807, -0.481275, 2.309423], [-3.039350, 0.714080, 2.473517], [-4.974363, 1.871523, 2.171783], [-5.415712, 1.029813, 0.619643], [-3.385029, 1.993539, -0.173320], [-2.287387, -0.265719, 0.467493], [4.754047, 3.239524, 4.866074], [4.263692, 2.210725, 3.991523], [3.337663, 1.369395, 4.618896], [3.362252, -0.030871, 4.116807], [4.674811, -0.754866, 4.346529], [5.265791, -0.633318, 5.608470], [4.540446, -1.426105, 6.767025], [3.386054, -0.722417, 7.062683], [2.348279, -1.276023, 7.778065], [3.931123, 3.876047, 5.254449], [5.543488, 3.784513, 4.264037], [5.314693, 2.662821, 5.624151], [2.372463, 1.898326, 4.356242], [3.422993, 1.326169, 5.740554], [3.148790, -0.037402, 3.046453], [2.566948, -0.596929, 4.687572], [5.306690, -0.504480, 3.639701], [5.390242, 0.396157, 6.019522], [6.271658, -1.090061, 5.567185], [5.241865, -1.605455, 7.612282], [4.286483, -2.436470, 6.414760], [1.563759, -0.527391, 7.977298], [2.671503, -1.662047, 8.766353], [1.894285, -2.053087, 7.133951], [4.476204, 0.705927, -3.822280], [3.968115, 2.042538, -3.743913], [3.842252, 2.658053, -4.997224], [2.408407, 2.863963, -5.518164], [1.783852, 3.778850, -4.549475], [0.534914, 4.340160, -5.023691], [-0.115566, 5.148464, -3.943578], [-0.319672, 4.398286, -2.795840], [-0.646149, 5.240651, -1.656302], [5.548470, 0.687996, -3.696782], [4.182999, 0.337752, -4.797873], [4.040120, 0.142162, -3.054274], [4.416262, 2.081948, -5.720003], [4.286294, 3.652989, -4.905982], [1.826930, 1.943305, -5.702078], [2.332250, 3.310722, -6.511753], [1.659321, 3.372492, -3.671738], [-0.139239, 3.623046, -5.366432], [0.698253, 5.115074, -5.751380], [-1.085301, 5.399706, -4.352301], [0.436575, 6.088409, -3.752103], [-0.603264, 4.722041, -0.685924], [-1.642787, 5.734589, -1.894324], [0.082174, 6.075666, -1.635775], [-1.803656, -3.338859, -10.469737], [-2.353890, -3.064785, -9.227854], [-3.211296, -1.933238, -9.367029], [-3.432766, -1.466855, -7.955910], [-2.246089, -0.740230, -7.524204], [-2.233406, -0.144250, -6.117453], [-3.225358, 0.921540, -5.929443], [-2.910777, 1.505601, -4.612236], [-3.942285, 2.226629, -4.091467], [-2.506326, -3.680846, -11.235663], [-1.070693, -4.126946, -10.304844], [-1.305734, -2.456065, -10.984502], [-4.198358, -2.145178, -9.765259], [-2.752662, -1.166932, -10.005286], [-3.693241, -2.300539, -7.313436], [-4.235454, -0.756414, -7.810309], [-1.505978, -1.411906, -7.540433], [-1.268514, 0.287558, -5.910235], [-2.374607, -0.900977, -5.309480], [-4.259851, 0.516992, -5.866453], [-3.208770, 1.744215, -6.652643], [-3.563925, 3.047921, -3.540121], [-4.461300, 1.595723, -3.322776], [-4.672598, 2.578444, -4.789369], [6.625923, -1.978416, 1.331532], [5.979600, -0.740418, 1.317351], [6.127132, 0.003614, 0.146895], [5.225823, 1.207189, 0.146368], [5.620913, 2.335599, 0.884347], [4.750572, 3.514797, 0.808139], [4.546771, 4.107626, -0.583719], [3.635653, 5.225274, -0.472756], [3.745526, 6.090598, -1.573422], [6.036173, -2.630493, 0.665149], [6.609259, -2.478525, 2.343257], [7.714804, -1.901404, 1.150716], [5.872536, -0.686820, -0.701527], [7.163994, 0.381320, 0.054588], [4.244919, 0.786927, 0.467900], [5.187800, 1.522644, -0.982961], [5.719200, 2.137997, 1.891621], [5.258256, 4.322585, 1.323533], [3.794191, 3.275271, 1.244469], [4.077447, 3.400685, -1.207884], [5.396841, 4.515143, -1.089912], [3.324554, 5.584662, -2.486429], [4.788593, 6.365567, -1.742290], [3.275162, 7.034231, -1.385103], [1.329991, 5.056282, 3.225670], [0.689085, 5.688848, 4.289267], [0.616652, 7.097873, 4.251725], [-0.160299, 7.518983, 5.495997], [-0.611826, 8.894450, 5.462015], [0.479083, 9.848716, 5.747751], [-0.262323, 11.210076, 5.899838], [-0.833121, 11.182308, 7.141712], [-1.458466, 12.353327, 7.549338], [0.780401, 4.895353, 2.345683], [1.724115, 4.109601, 3.592101], [2.180992, 5.654976, 2.939970], [0.087201, 7.477483, 3.391533], [1.686861, 7.503771, 4.337992], [0.401089, 7.382231, 6.401599], [-1.077862, 6.927709, 5.595054], [-1.368717, 9.057422, 6.119648], [1.239315, 9.842719, 4.997636], [0.910064, 9.541186, 6.752114], [-1.089430, 11.217342, 5.154172], [0.338428, 12.085705, 5.644930], [-1.988055, 12.106548, 8.496565], [-2.218692, 12.707616, 6.828067], [-0.670634, 13.134060, 7.715964]], "forces_ev_per_angstrom": [[1.36, -0.03, 1.20], [-0.06, -0.32, -0.77], [-0.97, 0.30, 0.93], [1.12, -1.10, -0.82], [0.05, -0.63, -0.69], [1.51, 0.69, -0.75], [0.05, -1.18, 0.14], [0.59, -0.87, 0.62], [-2.41, 0.00, -2.35], [-1.25, -0.80, -0.91], [-2.13, 0.67, 0.12], [-0.64, -0.80, -0.32], [-0.54, 0.40, 0.47], [0.48, 0.00, -0.45], [0.16, 0.29, 0.29], [0.35, 0.12, -0.76], [-0.32, 1.12, 0.76], [-0.39, 0.95, 0.03], [0.03, 0.14, -0.24], [0.25, -0.24, 0.54], [0.29, -0.40, 1.86], [0.57, -0.12, 0.91], [0.23, -0.46, 0.72], [1.19, 0.89, -0.93], [-0.02, 0.35, 0.67], [-0.31, -0.27, 1.17], [0.37, 0.19, 0.15], [1.12, 0.07, -0.19], [0.01, -0.42, -0.23], [-0.64, 1.44, -1.18], [-0.90, 0.90, -0.52], [0.90, 0.37, -0.34], [1.23, 1.10, 0.49], [0.10, -0.19, 0.38], [-0.93, -0.68, 0.35], [0.38, 0.46, 0.51], [1.22, -1.59, 0.62], [0.01, 0.70, -0.58], [0.34, -0.35, -0.12], [-1.35, 0.65, -0.19], [-1.00, 0.87, 1.29], [-0.29, -0.18, 0.22], [0.68, -0.88, 0.33], [0.46, 0.12, -0.66], [-0.40, -0.57, -0.27], [-0.44, -0.10, -0.15], [-0.87, -0.22, -0.31], [0.18, 0.17, 0.13], [0.02, 0.42, -0.15], [-0.21, 0.26, -0.32], [0.09, 0.10, -0.62], [0.21, 0.40, -0.60], [-0.43, 0.26, 0.59], [1.31, -0.69, 0.33], [-0.04, 0.37, 1.13], [-0.12, -0.70, -0.70], [-0.08, 0.04, -0.59], [0.19, -1.11, -0.74], [0.44, 0.16, 0.02], [-0.45, -0.35, 0.37], [-2.70, -0.48, 0.37], [0.90, 2.40, -0.62], [0.04, -1.38, 0.60], [-0.11, 0.58, -0.53], [0.69, -0.27, 1.10], [1.58, 0.56, 0.31], [-0.30, -0.83, -0.36], [0.10, -1.20, 0.52], [0.47, 0.03, -0.91], [-0.94, 1.21, -1.65], [0.32, -0.26, 0.40], [-0.06, 0.44, -0.07], [0.22, -0.64, -0.51], [0.99, -0.46, 0.63], [0.09, -0.22, -0.32], [-0.25, -0.16, -0.17], [0.20, -0.09, -0.15], [-0.03, 0.83, -0.54], [-0.03, 0.44, 0.04], [-0.28, -0.05, -0.03], [-0.68, -0.34, 0.55], [-0.25, -0.30, 0.30], [-0.34, 0.18, 0.04], [0.02, -0.27, -0.34], [0.28, -0.26, 0.56], [0.09, -0.10, 1.22], [-0.89, 0.06, 0.32], [0.74, -0.50, 0.13], [-0.13, 0.65, 0.02], [-0.03, 0.58, -0.86], [0.21, 0.24, -0.36], [0.26, 1.32, 0.39], [-0.55, 0.24, -1.11], [-1.37, -0.16, 1.92], [0.01, -1.24, 0.23], [2.09, -0.29, -0.23], [-1.23, 0.17, -0.85], [-0.44, -0.40, 1.37], [-3.47, 0.10, 0.58], [-0.72, -0.98, 0.64], [0.58, -1.56, 1.49], [0.13, -0.26, -0.36], [-0.11, -0.08, -0.16], [-0.08, -0.10, 0.02], [-0.48, -0.44, -0.36], [0.49, -0.23, 0.22], [0.08, 0.11, -0.29], [0.57, 0.42, -0.51], [1.00, 1.05, -0.92], [-0.08, 0.81, 0.68], [0.57, 0.25, -0.84], [0.85, -1.29, 0.23], [1.96, 0.29, -0.09], [-0.02, 0.43, -0.01], [0.13, -0.07, 0.19], [-0.75, 0.89, -0.89], [-0.19, -0.06, 0.35], [0.31, 0.29, -0.77], [-0.72, 1.06, -0.41], [0.94, -0.34, -0.22], [-0.04, 1.46, 1.70], [1.03, 2.41, -1.48], [-2.13, -3.29, 1.45], [0.44, -0.33, -1.74], [-1.53, 0.61, -1.26], [0.71, -1.02, 0.86], [-0.06, 0.80, -0.06], [0.73, 0.67, -0.70], [-0.25, -0.69, -1.04], [1.14, 0.22, -0.03], [0.56, -0.47, 0.63], [0.58, -0.48, 0.06], [-0.63, -1.22, -1.20], [-0.48, 0.27, 0.29], [1.75, 1.12, -1.35], [0.12, -0.14, -0.19], [-0.53, 0.20, 1.04], [-0.13, 0.24, 0.65], [0.12, 1.97, 0.50], [0.07, -0.41, -0.05], [0.90, 0.26, 0.41], [-0.15, 0.39, 0.54], [0.13, -0.58, 0.04], [-0.28, 0.40, 0.12], [-0.76, -0.40, -0.21], [0.00, -0.36, 0.40], [0.43, -0.21, -0.16], [-0.60, -0.35, -0.89], [-0.75, -0.23, 0.64], [-0.38, -0.76, 0.98], [0.19, -2.11, -0.12], [-0.98, 2.66, 0.63], [-0.60, -1.61, -0.34], [-0.33, -0.39, 0.37], [0.21, 0.79, -0.29], [0.58, -0.21, -0.35], [-0.23, -0.13, -0.73], [0.51, 0.20, 0.16], [0.05, 0.43, 0.58], [0.85, 0.51, 0.04], [1.12, -0.92, -1.02], [1.15, 0.44, -0.15], [-1.77, 1.41, 0.86], [0.54, -1.51, 0.58], [-2.81, 0.15, -0.63], [0.80, -0.74, 2.96], [0.80, -0.60, -1.27], [0.21, 2.10, 0.11], [-0.66, -0.98, 0.34], [0.64, -0.24, -0.12], [-1.20, -0.18, 0.72], [-0.38, 0.85, 0.42], [0.15, -1.11, 0.67], [0.16, 0.40, -0.92], [0.06, -0.31, 0.04], [0.68, 0.60, -0.85], [0.88, 0.41, -1.20], [0.00, -0.29, -0.32], [-0.25, 0.32, -0.11], [-0.44, 0.58, -0.04], [-0.04, 0.00, -0.24], [0.50, -0.01, -0.25], [-0.14, -0.15, -0.46], [-0.05, -0.18, 0.66], [-0.26, 1.49, -1.00], [-0.33, -0.47, 0.60], [0.16, 0.36, -1.26], [-0.33, 0.14, 1.24], [0.13, 0.78, -2.52], [1.40, 1.17, 1.67], [-0.47, 0.44, -0.38], [0.20, -0.35, 2.26], [-0.40, 1.07, -1.44], [0.50, 0.06, -0.12], [0.15, -0.68, -0.08], [-0.72, -0.90, 1.10], [0.19, 0.06, -0.30], [-0.03, -0.03, -0.12], [0.22, -0.29, 0.62], [0.76, 0.45, 0.08], [-0.21, -0.96, 1.58], [-1.30, -1.43, -0.86], [0.35, -0.06, -1.01], [-0.58, 0.62, -0.12], [0.01, -0.42, 0.13], [-0.28, -0.17, -0.71], [0.86, -0.74, 0.76], [-0.15, -0.39, 0.17], [1.36, -0.12, -1.37], [-0.67, 0.93, -0.73], [-0.50, 0.12, 1.16], [0.23, 1.55, 0.81], [0.45, 0.84, 1.72], [0.14, -1.95, -1.28], [-1.30, 1.17, 1.83], [1.10, -1.14, -2.31], [-1.40, -0.87, 2.03], [-0.43, -0.21, 0.28], [0.13, 0.01, -0.24], [-0.27, -0.67, 0.97], [-0.11, -0.70, -0.54], [0.07, -0.04, 0.30], [0.03, -0.61, 0.13], [-0.61, 0.08, -0.64], [0.75, -0.23, -0.12], [0.59, 0.08, -0.32], [-0.16, 0.21, -0.48], [0.44, 0.21, -0.16], [0.15, -0.30, -0.22], [0.52, 1.07, 0.46], [-0.09, 0.38, -0.52], [-0.42, 0.23, -0.73], [0.09, -0.95, 0.83], [-0.22, 0.47, 1.74], [0.94, -0.22, -0.70], [-1.46, -0.79, -2.55], [1.16, 1.20, 1.34], [0.98, 0.27, -0.75], [-1.26, 0.73, 0.60], [0.17, -0.10, 0.79], [0.16, -1.02, -0.91], [0.86, -0.20, -0.19], [-0.54, 0.93, -0.74], [-0.47, -0.04, -0.69], [0.22, 0.74, 0.26], [-0.09, -0.41, -0.17], [-0.02, 0.42, -0.45], [-0.30, -0.58, 1.95], [-0.07, -0.16, -0.74], [-0.17, -0.04, 0.75], [-0.65, 0.33, 0.26], [-0.47, -1.03, -1.13], [1.18, -0.28, 0.05], [0.36, 0.66, 0.51], [0.27, -0.21, -0.25], [-0.81, 0.28, 0.30], [1.69, 0.32, 1.07], [-0.89, -0.10, 0.39], [1.29, 0.09, 1.32], [-1.29, 0.19, -0.01], [0.79, 0.40, -0.94], [-1.99, 0.16, 1.76], [0.31, -0.99, -2.04], [-0.17, -0.37, 1.43], [-0.13, 0.63, 0.72], [-1.39, -0.17, -1.12], [-0.13, -0.18, -0.03], [0.66, 0.22, -0.29], [0.02, 0.14, -0.59], [-1.29, -0.26, -0.55], [0.74, -0.60, 0.54], [0.32, -0.36, -0.23], [0.29, -0.14, -0.03], [0.36, 0.00, -0.61], [0.07, 0.71, -0.94], [0.46, -0.03, -0.01], [0.38, 0.18, 0.61], [0.47, 0.39, -0.55], [0.33, -0.04, 0.08], [-0.83, -0.27, -0.04]]}